2 unconnected molecules or ions with the total composition C7H14N2O4 in a non-equilibrium geometry, computed with ωB97M-V with the def2-TZVPD basis set.

Summary:
* energy above the lowest of the compared OMol25 structures with the same formula, charge and spin: 515.4 kJ/mol
* electronic energy: -18651.5698 eV

```
! RIJCOSX wB97M-V def2-TZVPD def2/J DEFGRID3
* xyz 0 1
C 1.092 -3.377 -0.591
C -0.215 1.863 2.186
C 1.330 0.146 1.173
C -2.278 -1.044 -0.680
C 0.390 1.740 -0.354
C 0.821 1.648 1.095
C -0.924 -0.335 -0.842
N -0.137 -1.017 -1.610
N -0.853 0.975 -0.485
O 1.935 -3.561 -1.358
O 0.387 -3.083 0.284
O -0.190 -2.203 -2.016
O 1.053 -0.310 -2.072
H -1.089 1.466 1.933
H -0.537 2.904 2.177
H 0.227 1.539 3.234
H 2.160 -0.127 1.856
H 0.558 -0.610 1.617
H 1.754 -0.156 0.226
H -3.152 -0.308 -1.116
H -2.369 -1.414 0.347
H -2.314 -1.922 -1.185
H 0.210 2.811 -0.572
H 1.035 1.361 -1.029
H 1.593 2.292 1.183
H -1.781 1.286 -0.446
H 1.295 -0.564 -2.956
*
```

---

2 unconnected molecules or ions with the total composition C7H14N3 in a non-equilibrium geometry, computed with ωB97M-V with the def2-TZVPD basis set.

Summary:
* energy above the lowest of the compared OMol25 structures with the same formula, charge and spin: 397.9 kJ/mol
* electronic energy: -11946.7951 eV

```
! RIJCOSX wB97M-V def2-TZVPD def2/J DEFGRID3
* xyz 1 1
C 1.648 -0.066 -0.945
C 0.322 0.420 -1.095
C 2.126 -1.332 -0.531
C 0.646 -3.338 -0.636
C -0.822 0.071 -0.469
C -2.130 2.170 -1.064
C -2.111 0.657 -0.950
N 1.362 -2.431 -0.474
N 1.973 -0.974 2.543
N -0.822 -0.683 0.688
H 2.457 0.565 -1.202
H 0.346 1.296 -1.707
H 3.231 -1.481 -0.349
H 0.092 -4.245 -0.414
H -2.552 2.621 -0.097
H -2.697 2.341 -1.902
H -1.106 2.583 -1.324
H -2.389 0.192 -1.902
H -2.925 0.397 -0.315
H 1.644 -0.208 3.128
H 1.821 -1.896 3.097
H -1.712 -0.571 1.301
H 0.086 -1.001 0.904
H 2.935 -0.883 2.420
*
```

---

A gas-phase ion, C7H14N3 (charge +1) in a non-equilibrium geometry, computed with ωB97M-V with the def2-TZVPD basis set.

Summary:
* SMILES string: CN(C)/N=C\C=C=[N+](C)C
* energy above the lowest of the compared OMol25 structures with the same formula, charge and spin: 579.7 kJ/mol
* electronic energy: -11944.9116 eV

```
! RIJCOSX wB97M-V def2-TZVPD def2/J DEFGRID3
* xyz 1 1
C 0.905 -1.758 3.483
N 0.478 -1.364 2.149
C -0.487 -0.307 2.051
N 0.882 -2.031 1.154
C 0.624 -2.186 -0.023
C -0.365 -1.485 -0.980
C -0.333 -0.315 -1.439
N -0.416 0.765 -2.055
C 0.668 1.211 -3.032
C -1.439 1.717 -1.860
H 0.039 -2.261 3.980
H 1.786 -2.394 3.359
H 1.284 -0.873 3.991
H -0.032 0.681 2.264
H -0.874 -0.338 1.089
H -1.153 -0.344 2.923
H 1.081 -3.037 -0.553
H -0.638 -2.289 -1.593
H 0.263 1.033 -3.996
H 1.104 2.183 -2.808
H 1.452 0.482 -2.925
H -1.243 2.669 -2.281
H -2.369 1.288 -2.345
H -1.758 1.757 -0.735
*
```

---

A gas-phase ion, C7H14N3O (charge +1) in a non-equilibrium geometry, computed with ωB97M-V with the def2-TZVPD basis set.

Summary:
* SMILES string: [H]/N=C\C/C=N\C(=[NH+]/C)[C@@H](C)O
* energy above the lowest of the compared OMol25 structures with the same formula, charge and spin: 257.3 kJ/mol
* electronic energy: -13995.1359 eV

```
! RIJCOSX wB97M-V def2-TZVPD def2/J DEFGRID3
* xyz 1 1
H -1.444 -0.475 -2.876
N -0.701 0.146 -2.658
C 0.352 -0.270 -2.201
C 0.627 -1.763 -1.842
C 0.217 -2.071 -0.451
N 0.136 -1.104 0.335
C 0.023 0.166 0.421
N 0.921 1.038 0.771
C 2.304 0.802 1.020
C -1.518 0.588 0.660
C -1.758 0.584 2.236
O -1.800 1.830 0.086
H 1.196 0.330 -2.043
H 0.066 -2.366 -2.483
H 1.613 -1.958 -1.975
H -0.005 -3.120 -0.133
H 0.678 2.027 0.960
H 2.475 0.295 2.008
H 2.632 0.163 0.236
H 2.811 1.742 1.019
H -2.012 -0.179 0.074
H -1.750 1.680 2.478
H -1.014 0.005 2.733
H -2.693 0.000 2.426
H -1.356 1.908 -0.801
*
```

---

2 unconnected molecules or ions with the total composition C7H14N3O in a non-equilibrium geometry, computed with ωB97M-V with the def2-TZVPD basis set.

Summary:
* energy above the lowest of the compared OMol25 structures with the same formula, charge and spin: 491.9 kJ/mol
* electronic energy: -13992.7052 eV

```
! RIJCOSX wB97M-V def2-TZVPD def2/J DEFGRID3
* xyz 1 1
C 0.636 1.320 0.392
C 0.013 0.018 0.191
C -1.560 -1.699 -0.288
C -1.634 0.579 -1.580
C -2.288 0.412 0.825
C 3.602 -0.907 -0.752
C -1.380 -0.208 -0.271
N 0.908 -0.908 0.231
N 1.897 1.136 0.439
N 4.602 -0.340 -0.210
O 2.084 -0.262 0.460
H 0.111 2.248 0.579
H -1.208 -1.977 0.701
H -2.579 -2.047 -0.658
H -0.763 -2.139 -1.003
H -1.266 -0.030 -2.453
H -2.750 0.854 -1.542
H -0.970 1.490 -1.478
H -3.237 -0.279 0.974
H -2.035 0.439 1.873
H -2.538 1.484 0.484
H 3.016 -0.545 -1.531
H 3.512 -1.954 -0.560
H 5.359 -0.780 0.296
H 4.694 0.761 -0.437
*
```

---

2 unconnected molecules or ions with the total composition C7H14N3O2 in a non-equilibrium geometry, computed with ωB97M-V with the def2-TZVPD basis set.

Summary:
* energy above the lowest of the compared OMol25 structures with the same formula, charge and spin: 198.3 kJ/mol
* electronic energy: -16042.8868 eV

```
! RIJCOSX wB97M-V def2-TZVPD def2/J DEFGRID3
* xyz 1 1
C 0.852 1.319 -0.046
C -2.234 -0.512 0.400
C -0.188 0.132 1.544
C 1.462 -0.016 -0.066
C 2.971 0.111 0.353
C 1.575 -0.698 -1.490
C -2.435 0.484 -0.498
N -1.823 -1.785 0.003
N -2.734 1.776 -0.187
N 0.705 -0.699 0.991
O 0.955 2.304 -0.679
O 0.020 1.362 1.096
H -2.684 -0.574 1.368
H -0.550 0.173 2.558
H 3.480 0.822 -0.382
H 3.415 -0.917 0.293
H 3.072 0.673 1.365
H 1.113 -0.108 -2.227
H 1.227 -1.683 -1.594
H 2.668 -0.812 -1.670
H -2.007 0.348 -1.537
H -2.266 -2.488 0.439
H -2.896 1.975 0.805
H -2.540 2.461 -0.920
H 0.647 -1.747 1.016
H -1.806 -1.900 -0.937
*
```

---

A gas-phase ion, C7H14N3O3 (charge +1) in a non-equilibrium geometry, computed with ωB97M-V with the def2-TZVPD basis set.

Summary:
* SMILES string: [H]/N=C(\NC)C(=O)[N+](C)=C(OC)OC
* energy above the lowest of the compared OMol25 structures with the same formula, charge and spin: 135.9 kJ/mol
* electronic energy: -18090.3850 eV

```
! RIJCOSX wB97M-V def2-TZVPD def2/J DEFGRID3
* xyz 1 1
H 0.863 -1.785 0.021
N 0.638 -0.808 -0.057
C 1.562 0.135 -0.146
N 2.880 -0.026 -0.138
C 3.690 -1.234 -0.242
C 0.960 1.546 -0.309
O 1.570 2.551 -0.427
N -0.385 1.445 -0.249
C -1.296 2.559 -0.487
C -1.110 0.239 -0.190
O -1.401 -0.224 -1.389
C -2.326 -1.297 -1.462
O -1.875 -0.044 0.816
C -1.320 0.081 2.117
H 3.484 0.697 -0.498
H 3.884 -1.524 -1.275
H 4.585 -1.095 0.229
H 3.113 -1.953 0.297
H -0.850 3.448 -0.815
H -1.968 2.182 -1.199
H -1.865 2.885 0.424
H -2.406 -1.803 -2.478
H -3.257 -0.863 -1.133
H -2.275 -1.929 -0.620
H -2.122 0.545 2.760
H -0.416 0.546 2.280
H -1.157 -1.028 2.569
*
```

---

2 unconnected molecules or ions with the total composition C7H14N4O2PS2 in a non-equilibrium geometry, computed with ωB97M-V with the def2-TZVPD basis set.

Summary:
* electronic energy: -48494.8947 eV

```
! RIJCOSX wB97M-V def2-TZVPD def2/J DEFGRID3
* xyz -1 1
C -0.965 1.501 2.361
C -0.669 1.305 0.893
N -0.675 2.549 0.039
C 0.306 3.260 0.152
S 1.326 4.432 0.350
C 0.630 0.467 0.792
N 0.505 -0.243 -0.509
C -0.704 0.133 -1.028
N -1.013 0.332 -2.333
N -1.544 0.324 0.155
P -3.101 0.944 -0.136
S -4.569 -0.202 0.449
H -0.237 2.203 2.760
H -1.941 1.948 2.540
H -0.911 0.576 2.913
H 1.555 1.020 0.892
H 0.560 -0.340 1.507
H 1.210 0.058 -1.174
H -1.123 -0.410 -3.005
H -1.116 1.270 -2.682
H -3.231 1.233 -1.501
H -3.207 2.183 0.512
O 3.204 -1.575 -0.872
C 3.165 -2.784 -0.424
C 1.565 -3.368 -0.563
O 1.472 -4.564 -0.112
H 3.409 -2.942 0.649
H 3.775 -3.545 -0.952
H 1.328 -3.208 -1.643
H 0.998 -2.558 -0.030
*
```

---

A single C7H14N4O2S molecule in a non-equilibrium geometry, computed with ωB97M-V with the def2-TZVPD basis set.

Summary:
* SMILES string: CC(C)(C)N(n1cnnc1)S(C)(=O)=O
* energy above the lowest of the compared OMol25 structures with the same formula, charge and spin: 431.2 kJ/mol
* electronic energy: -28372.8797 eV

```
! RIJCOSX wB97M-V def2-TZVPD def2/J DEFGRID3
* xyz 0 1
C 1.383 -1.565 0.861
C 0.078 -0.830 1.240
C 0.289 -0.119 2.523
C -1.190 -1.537 1.137
N 0.084 0.456 -0.001
N 0.660 0.070 -1.179
C 0.311 -0.815 -2.155
N 1.099 -0.838 -3.212
N 1.992 0.080 -2.919
C 1.808 0.630 -1.714
S -1.398 1.175 -0.286
C -1.032 2.699 -1.312
O -1.889 1.580 0.992
O -2.220 0.312 -1.100
H 1.052 -2.151 0.022
H 2.114 -0.783 0.834
H 1.548 -2.317 1.697
H -0.445 0.616 2.834
H 1.282 0.420 2.667
H 0.348 -0.867 3.366
H -2.065 -0.847 1.344
H -1.382 -2.071 0.071
H -1.130 -2.315 1.915
H -0.535 -1.488 -1.967
H 2.159 1.581 -1.335
H -1.400 2.670 -2.307
H -1.496 3.456 -0.692
H -0.024 2.799 -1.325
*
```

---

A molecular structure, C7H14NO3S in a non-equilibrium geometry, computed with ωB97M-V with the def2-TZVPD basis set.

Summary:
* energy above the lowest of the compared OMol25 structures with the same formula, charge and spin: 51.4 kJ/mol
* electronic energy: -25952.5792 eV

```
! RIJCOSX wB97M-V def2-TZVPD def2/J DEFGRID3
* xyz -1 1
C 2.565 0.567 -0.278
C -0.202 -0.933 -1.313
C -1.860 1.313 1.539
C -2.420 1.210 -0.830
C 4.416 -0.899 0.223
C -0.742 -0.555 0.046
C -1.279 0.858 0.154
N 1.712 1.257 0.369
O 2.698 0.331 -1.460
O 0.447 3.358 0.268
O 3.525 0.010 0.744
S 0.596 2.141 -0.486
H -1.026 -0.565 -1.961
H 0.716 -0.365 -1.507
H -0.129 -1.961 -1.507
H -1.024 1.077 2.308
H -2.242 2.364 1.531
H -2.750 0.698 1.848
H -3.472 0.860 -0.411
H -2.362 2.237 -0.996
H -2.212 0.715 -1.860
H 4.927 -1.305 1.121
H 5.067 -0.377 -0.565
H 3.797 -1.760 -0.300
H -1.606 -1.278 0.371
H 0.154 -0.908 0.644
*
```

---

A molecular structure, C7H14NS in a non-equilibrium geometry, computed with ωB97M-V with the def2-TZVPD basis set.

Summary:
* energy above the lowest of the compared OMol25 structures with the same formula, charge and spin: 443.0 kJ/mol
* electronic energy: -19799.3744 eV

```
! RIJCOSX wB97M-V def2-TZVPD def2/J DEFGRID3
* xyz 1 1
C -1.613 -0.472 -0.107
C -0.446 0.812 -1.906
C 2.053 0.852 -0.053
C 0.339 0.025 1.707
C -1.686 -3.002 -0.063
C -0.238 -0.014 -0.590
C 0.604 0.851 0.442
N -1.893 -1.710 0.003
S -2.471 1.580 0.493
H -0.882 1.814 -1.786
H -0.978 0.397 -2.790
H 0.454 1.198 -2.171
H 2.408 1.792 0.337
H 2.048 0.881 -1.122
H 2.730 0.011 0.422
H 0.836 -0.953 1.775
H 0.686 0.639 2.562
H -0.646 -0.294 1.923
H -1.038 -3.585 0.503
H -2.283 -3.753 -0.661
H 0.270 -0.888 -0.741
H 0.038 1.740 0.583
H -3.643 1.473 1.260
*
```

---

A single C7H14O molecule in a non-equilibrium geometry, computed with ωB97M-V with the def2-TZVPD basis set.

Summary:
* energy above the lowest of the compared OMol25 structures with the same formula, charge and spin: 487.1 kJ/mol
* electronic energy: -9528.7180 eV

```
! RIJCOSX wB97M-V def2-TZVPD def2/J DEFGRID3
* xyz 0 1
C -1.702 0.275 -0.912
O 0.838 0.067 1.662
C -1.146 -0.185 0.264
C -1.127 -1.720 0.551
C 0.388 0.556 0.599
C 0.013 2.100 0.745
C 1.349 0.414 -0.613
C 2.006 -0.954 -0.793
H -1.870 -0.522 -1.635
H 0.862 2.740 0.539
H -2.585 0.904 -0.855
H -1.686 0.127 1.160
H -0.156 -2.189 0.652
H -1.695 -2.107 -0.294
H -1.687 -1.911 1.459
H -0.424 2.246 1.728
H -0.784 2.101 -0.004
H 0.767 0.830 -1.443
H 2.182 1.077 -0.381
H 2.501 -1.015 -1.758
H 1.253 -1.731 -0.698
H 2.703 -1.105 0.027
*
```

---

Please write out number 10 again, unchanged.
A molecular structure, C7H14NO3S in a non-equilibrium geometry, computed with ωB97M-V with the def2-TZVPD basis set.

Summary:
* energy above the lowest of the compared OMol25 structures with the same formula, charge and spin: 51.4 kJ/mol
* electronic energy: -25952.5792 eV

```
! RIJCOSX wB97M-V def2-TZVPD def2/J DEFGRID3
* xyz -1 1
C 2.565 0.567 -0.278
C -0.202 -0.933 -1.313
C -1.860 1.313 1.539
C -2.420 1.210 -0.830
C 4.416 -0.899 0.223
C -0.742 -0.555 0.046
C -1.279 0.858 0.154
N 1.712 1.257 0.369
O 2.698 0.331 -1.460
O 0.447 3.358 0.268
O 3.525 0.010 0.744
S 0.596 2.141 -0.486
H -1.026 -0.565 -1.961
H 0.716 -0.365 -1.507
H -0.129 -1.961 -1.507
H -1.024 1.077 2.308
H -2.242 2.364 1.531
H -2.750 0.698 1.848
H -3.472 0.860 -0.411
H -2.362 2.237 -0.996
H -2.212 0.715 -1.860
H 4.927 -1.305 1.121
H 5.067 -0.377 -0.565
H 3.797 -1.760 -0.300
H -1.606 -1.278 0.371
H 0.154 -0.908 0.644
*
```